{"formula": "C4H2S", "method": "the ωB97M-V functional and the def2-TZVPD basis", "gap_ev": 9.0, "spin_multiplicity": 1, "smiles": "C1#S2=C1C=C2", "max_force_ev_per_a": 3.103, "e_homo_ev": -9.7, "relative_energy_kcal_mol": 40.9, "symbols": ["C", "S", "C", "H", "C", "H", "C"], "coordinates": [[1.8941, -0.8644, 0.0055], [1.3314, 0.9740, -0.0068], [-0.4460, 0.7751, -0.0029], [-0.9941, 1.7889, 0.1489], [0.5967, -1.0316, 0.0735], [-1.6570, -1.1011, -0.2140], [-0.7252, -0.5408, -0.0043]]}